Here is a molecular structure, C31H23BCl7CsN8O2S at a distorted geometry from the Open Molecules 2025 dataset. Energies are from ωB97M-V with the def2-TZVPD basis set.

```
74
Properties=species:S:1:pos:R:3:mulliken_charge:R:1
Cs -2.304 -0.024 -2.502 1.144
Cl 3.291 -1.498 4.713 -0.209
Cl 2.998 2.077 2.396 -0.119
Cl -1.167 -0.111 7.311 -0.204
Cl 0.213 2.643 8.089 -0.231
Cl 0.328 -2.059 5.500 -0.193
Cl 5.884 2.073 1.770 -0.234
Cl 3.201 3.223 7.328 -0.270
S -1.252 -3.674 -1.832 1.110
O -2.519 -3.070 -1.493 -0.748
O -1.441 -5.075 -2.331 -0.775
N -0.500 -2.635 -2.699 -0.319
N -1.929 3.722 -1.114 0.194
N -4.242 2.770 -0.525 0.363
N -1.442 1.106 0.243 -0.343
N -4.458 1.450 -0.870 -0.567
N 0.404 -0.538 -4.354 -0.067
N -2.199 2.071 0.865 0.357
N -1.845 3.157 -2.355 -0.403
C 1.337 -4.086 1.972 -0.483
C 0.697 -2.732 0.036 -0.772
C 2.122 0.391 -5.759 -0.670
C 1.125 -0.653 6.040 0.076
C 3.152 0.769 6.142 -0.927
C 0.475 0.228 6.907 0.025
C 0.646 -5.133 1.441 -0.564
C -1.436 0.835 2.472 -1.170
C 0.852 0.409 -5.105 -0.064
C 3.262 -2.964 -4.707 -0.922
C 2.479 1.619 6.978 0.286
C 0.646 -2.757 -3.437 -0.034
C -0.243 -3.771 -0.353 0.289
C 4.636 1.679 3.048 -0.088
C -5.657 1.443 -1.454 -0.361
C -0.811 5.143 -2.401 -0.748
C 1.474 -3.883 -3.372 -0.041
C -5.317 3.507 -0.833 -0.338
C -1.020 0.335 1.276 -0.038
C -0.154 -4.940 0.345 -0.330
C 2.710 -3.981 -3.970 -0.639
C 2.978 -0.634 -5.550 -0.726
C 1.155 -1.702 -4.266 -0.195
C 1.377 -2.922 1.222 -0.428
C 2.470 -0.438 5.800 0.475
C 2.493 -1.720 -4.748 1.018
C 1.109 1.446 7.229 0.185
C -6.277 2.731 -1.416 -0.610
C -1.335 4.904 -1.125 -0.226
C -1.135 3.993 -3.113 -0.454
C -2.201 1.937 2.159 -0.181
B -2.812 3.175 0.078 0.179
H 4.630 0.574 3.335 0.131
H -0.790 -5.717 -0.006 0.459
H -2.760 2.661 2.752 0.455
H 2.326 1.147 -6.424 0.460
H -0.373 -0.515 1.046 0.135
H -1.202 5.479 -0.254 0.457
H -6.192 0.550 -1.798 0.389
H -7.278 3.023 -1.726 0.362
H 4.182 -3.030 -5.215 0.363
H 1.073 -4.799 -2.886 0.366
H -0.324 6.073 -2.554 0.369
H 0.501 -6.131 1.947 0.232
H -2.916 4.192 0.677 -0.193
H -5.432 4.567 -0.623 0.403
H 0.708 -1.802 -0.450 0.852
H 1.913 -4.108 2.870 0.469
H 3.933 -0.821 -5.962 0.404
H -1.383 0.364 3.434 0.447
H 3.248 -4.922 -3.933 0.359
H 4.816 2.319 3.847 0.264
H 2.073 -2.136 1.610 0.277
H 0.293 1.386 -5.218 0.159
H -0.864 3.814 -4.145 0.368
```

Its HOMO energy is -2.95 eV. The molar mass is 963.53 Da. The calculated total energy is -5448.26790 a.u. The HOMO-LUMO gap is 6.2 eV. As for the net charge: -2.